(1)
A cluster of 2 separate species, C3H8NO in total in a non-equilibrium geometry, computed with ωB97M-V with the def2-TZVPD basis set.

Energy relative to the best compared isomer or geometry (same formula, charge and spin) = 465.47 kJ/mol
Kohn-Sham gap (alpha / beta) = 6.335 / 10.136 eV
E_HOMO (alpha / beta) = -11.3 / -13.6 eV

Structure (ORCA input):
```
! wB97M-V def2-TZVPD RIJCOSX def2/J DEFGRID3
* xyz 1 1
C -2.170 -0.398 -0.193
C 0.219 0.529 0.053
H 0.402 0.524 -1.091
H 0.658 1.399 0.586
H -1.978 -0.206 -1.217
N -0.792 -0.413 0.563
H -0.485 -1.379 0.417
C 3.216 0.449 -0.203
H 3.332 1.417 -0.725
H -2.754 0.433 0.268
H -0.982 -0.351 1.528
H -2.364 -1.438 0.110
O 3.699 -0.565 -0.097
*
```

(2)
The ion C3H2F5N4O3S with charge +1 in a non-equilibrium geometry, computed with ωB97M-V with the def2-TZVPD basis set.

Kohn-Sham gap = 10.573 eV
E_HOMO = -16.9 eV

Structure (ORCA input):
```
! wB97M-V def2-TZVPD RIJCOSX def2/J DEFGRID3
* xyz 1 1
O 1.194 -2.170 -0.068
N -0.975 -0.692 -0.397
F 2.925 0.076 -0.822
C -2.087 0.095 0.033
N -2.141 -0.300 -2.152
H -0.353 -1.483 -2.276
C 2.002 0.940 -0.256
N -1.036 -0.931 -1.724
F 0.443 1.345 1.536
C 1.298 0.326 1.052
O -2.371 0.522 1.317
S 0.310 -1.241 0.682
O -0.202 -1.802 1.954
N -2.827 0.329 -1.189
F 2.306 0.000 1.940
F 2.729 2.054 0.198
F 1.089 1.421 -1.197
H -2.305 1.513 1.368
*
```

(3)
A cluster of 2 separate species, CH4O3S in total in a non-equilibrium geometry, computed with ωB97M-V with the def2-TZVPD basis set.

Energy relative to the best compared isomer or geometry (same formula, charge and spin) = 194.17 kJ/mol
Kohn-Sham gap = 10.886 eV
E_HOMO = -10.4 eV

Structure (ORCA input):
```
! wB97M-V def2-TZVPD RIJCOSX def2/J DEFGRID3
* xyz 0 1
H 0.027 -1.698 -0.151
S 1.345 -1.505 -0.793
C -1.064 1.022 0.963
H 0.536 -1.996 -1.791
O 1.486 -0.074 -1.206
O -0.042 1.643 0.386
H 0.507 0.959 0.014
O -1.190 -0.169 0.939
H -1.605 1.818 1.638
*
```

(4)
A cluster of 2 separate species, C2H3FS in total in a non-equilibrium geometry, computed with ωB97M-V with the def2-TZVPD basis set.

Energy relative to the best compared isomer or geometry (same formula, charge and spin) = 486.07 kJ/mol
Kohn-Sham gap (alpha / beta) = 9.407 / 8.351 eV
E_HOMO (alpha / beta) = -9.9 / -8.4 eV

Structure (ORCA input):
```
! wB97M-V def2-TZVPD RIJCOSX def2/J DEFGRID3
* xyz 0 1
F 1.740 1.685 -0.052
H 1.645 -1.064 -0.778
C 0.674 1.030 -0.388
S 0.285 0.726 -1.998
H -1.780 1.518 0.951
C 0.635 -0.471 -0.633
H -0.282 -0.983 -0.266
*
```

(5)
A structure of composition C37H30Cl4N4NaO5PS, computed with ωB97M-V with the def2-TZVPD basis set.

Energy relative to the best compared isomer or geometry (same formula, charge and spin) = 29.50 kJ/mol
Kohn-Sham gap = 4.662 eV
E_HOMO = -1.0 eV

Structure (ORCA input):
```
! wB97M-V def2-TZVPD RIJCOSX def2/J DEFGRID3
* xyz -2 1
H 0.820 0.335 -4.749
C -3.240 -0.417 2.006
C 4.627 1.408 2.766
C -1.034 -0.148 -2.832
Cl 5.184 -0.273 0.688
N -1.342 -0.565 4.977
H -1.164 3.824 2.455
C 2.944 0.254 -2.112
C 1.890 0.577 2.911
H -3.981 -1.062 -4.249
H 1.154 5.106 1.514
H 2.392 -4.364 -4.720
C -2.057 -0.961 -3.315
C -1.325 -3.266 -0.958
H -3.165 1.819 3.705
Cl 4.405 3.125 4.856
H -5.704 -2.012 0.374
O -1.306 -2.093 -0.485
S -1.620 -2.739 3.327
H 2.980 -0.067 -1.074
C -0.610 2.913 2.193
C 4.114 0.454 1.864
H 4.839 1.781 -4.470
H -1.445 1.410 5.816
H -1.974 -2.037 -3.230
H -0.113 2.516 3.076
C 2.784 -0.002 1.880
H -2.510 0.476 -1.015
C 1.724 0.482 -4.169
H 4.941 1.015 -2.106
H 2.175 -2.079 -3.891
N -2.676 -0.245 3.306
H 2.212 3.953 0.668
C -3.063 0.001 -0.215
H 1.904 3.758 2.407
H -4.227 1.399 -4.428
O 0.662 0.211 2.949
N -2.598 0.184 1.019
C -0.263 -3.524 -2.037
H 2.766 1.440 -5.781
H -4.815 -1.682 2.702
H -0.392 1.888 -2.570
C -1.861 -1.178 3.886
C -4.370 -1.199 1.844
C -4.843 -1.382 0.556
C -4.179 -0.772 -0.494
C 1.775 0.050 -2.844
C -1.793 0.738 5.054
H -0.593 1.897 -0.108
H -4.488 -0.909 -1.521
C 1.513 -2.840 -3.502
C 0.808 -5.137 -3.488
Na 0.102 -1.178 1.180
H -0.804 -5.565 -2.111
Cl 6.281 1.942 2.632
H -0.250 -2.192 5.601
Cl 1.454 2.109 5.108
C -0.260 -1.117 5.763
C 2.469 1.483 3.812
H 0.680 -0.687 5.422
H -2.408 2.868 -3.589
H 0.900 -6.154 -3.852
C -2.316 1.790 -3.518
C 3.985 1.291 -4.016
N 0.349 3.193 1.148
H -1.306 2.152 1.845
C -3.334 0.969 -3.988
C -0.136 -4.821 -2.525
H -0.425 -0.895 6.818
C 0.562 -2.504 -2.535
C 4.046 0.864 -2.698
C -1.179 1.239 -2.945
C -3.196 -0.408 -3.887
C 1.639 -4.138 -3.973
O 2.320 -0.874 1.077
C 2.820 1.102 -4.752
C 1.467 4.057 1.453
C -2.630 0.943 4.023
O 0.933 2.881 -1.035
C 3.811 1.921 3.742
P 0.424 -0.770 -1.895
O -2.089 -4.195 -0.674
C 0.230 2.633 -0.068
*
```

(6)
The molecule C4H7N3 in a non-equilibrium geometry, computed with ωB97M-V with the def2-TZVPD basis set.

Energy relative to the best compared isomer or geometry (same formula, charge and spin) = 167.29 kJ/mol
Kohn-Sham gap = 10.051 eV
E_HOMO = -9.2 eV

Structure (ORCA input):
```
! wB97M-V def2-TZVPD RIJCOSX def2/J DEFGRID3
* xyz 0 1
N 0.828 -0.473 1.525
C -1.047 -0.648 -0.155
H -1.277 1.517 -0.709
H -1.186 -0.948 -1.204
H -1.538 -1.328 0.503
N 1.940 0.164 1.371
H 1.299 -0.540 -1.735
N 2.179 0.190 0.060
H 2.910 0.723 -0.323
H -1.381 1.149 1.029
C 1.262 -0.441 -0.664
C 0.365 -0.820 0.276
C -1.618 0.775 0.030
H -2.710 0.722 -0.054
*
```

(7)
A cluster of 2 separate species, C2H7PSi in total in a non-equilibrium geometry, computed with ωB97M-V with the def2-TZVPD basis set.

Energy relative to the best compared isomer or geometry (same formula, charge and spin) = 59.37 kJ/mol
Kohn-Sham gap = 10.490 eV
E_HOMO = -10.0 eV

Structure (ORCA input):
```
! wB97M-V def2-TZVPD RIJCOSX def2/J DEFGRID3
* xyz 0 1
H 2.370 -0.030 0.348
C 1.082 2.551 2.299
H -0.592 0.404 -1.581
H 0.585 1.732 2.865
H 2.174 0.929 -1.073
C 2.063 -0.083 -0.715
H 2.592 -0.740 -1.451
P 1.564 3.627 1.307
Si 0.164 -0.308 -0.420
H -0.089 -1.688 -0.238
H 0.132 0.738 0.716
*
```